[1]
C14H35FN4O3P | ωB97M-V/def2-TZVPD

XYZ file:
```
58
Properties=species:S:1:pos:R:3:mulliken_charge:R:1
C 0.0520 -2.3329 1.6983 -0.304
C -0.0265 -3.6169 0.6818 0.263
F 1.0587 -3.4095 -0.3484 -0.389
C -1.4298 -3.7464 -0.1642 -0.902
P -2.9105 -4.4089 0.8425 -0.367
C -3.6919 -2.6832 1.0942 -0.375
C -4.2602 -1.9752 -0.2764 -0.192
N -3.8400 -0.6645 -0.5328 -0.505
H 0.9151 -2.4919 2.5043 0.081
H 0.3665 -1.3560 1.1034 0.065
H -0.9285 -2.1063 2.2950 0.079
H 0.1954 -4.6556 1.2248 0.235
H -1.2204 -4.5511 -1.0207 0.293
H -1.6097 -2.7292 -0.7144 0.187
H -3.7118 -4.6932 -0.3367 -0.026
H -2.3515 -5.7578 0.7318 0.124
H -2.0987 -4.1977 2.0488 -0.053
H -3.9724 -4.9911 1.6324 0.088
H -3.0120 -1.9157 1.6822 -0.113
H -4.6451 -2.8495 1.7925 0.343
H -5.0110 -2.4714 -1.0264 0.288
H -4.2725 -0.3244 -1.4364 0.165
C -0.6199 3.5595 -2.6209 -0.023
O -1.3054 3.8835 -3.5822 -0.652
N -0.9613 2.6119 -1.6792 0.199
C -0.0929 2.2843 -0.5677 -1.084
C -2.2283 1.9211 -1.8040 -1.100
H 0.3623 4.0227 -2.4314 0.409
H 0.1642 1.2225 -0.6208 0.344
H -0.6232 2.4879 0.3671 0.426
H 0.8249 2.8779 -0.5965 0.371
H -2.2549 1.3972 -2.7641 0.308
H -3.0382 2.6562 -1.7812 0.289
H -2.3590 1.2035 -0.9892 0.529
C 2.9763 2.5283 -2.6872 0.200
O 2.3916 3.5680 -2.4111 -0.635
N 3.7155 2.3067 -3.8299 0.114
C 4.3793 1.0451 -4.0840 -0.911
C 3.8331 3.3683 -4.8084 -0.950
H 2.9524 1.6571 -2.0123 0.256
H 5.4536 1.2245 -4.1838 0.332
H 3.9893 0.6215 -5.0141 0.340
H 4.2076 0.3381 -3.2678 0.296
H 4.2903 4.2412 -4.3331 0.292
H 2.8335 3.6413 -5.1592 0.294
H 4.4458 3.0470 -5.6553 0.379
C -0.2406 0.6073 3.7199 0.130
O -0.8874 -0.4298 3.7903 -0.609
N 0.9642 0.8419 4.3482 0.158
C 1.6695 2.0994 4.2146 -0.961
C 1.5444 -0.2016 5.1684 -0.882
H -0.5906 1.4653 3.1228 0.279
H 2.6545 1.9079 3.7794 0.345
H 1.7862 2.5464 5.2061 0.346
H 1.1211 2.7923 3.5707 0.294
H 1.7085 -1.0897 4.5510 0.219
H 0.8445 -0.4545 5.9704 0.291
H 2.4940 0.1283 5.5987 0.387
```

Its net charge is -1. As for the gap between HOMO and LUMO: 5.7300 eV. As for the calculated total energy: -39189.5851 eV.

=====

[2]
C14H35MoP3 | ωB97M-V/def2-TZVPD

XYZ file:
```
53
Properties=species:S:1:pos:R:3:mulliken_charge:R:1
Mo -0.1867 -0.1819 -0.1151 -0.832
C 2.4092 1.6593 -1.7908 -1.512
P 1.5895 1.4794 -0.1842 1.577
C 2.9750 1.4468 0.9809 -1.432
C 0.7965 3.1191 0.0640 -1.111
C -0.3762 3.2844 -0.9079 -0.990
P -1.5197 1.8671 -0.7567 0.915
C -2.5711 2.2881 0.6675 -1.210
C -2.6097 1.8897 -2.1971 -1.267
H 2.9876 2.5838 -1.8245 0.517
H 1.6788 1.6616 -2.5996 0.350
H 3.0834 0.8177 -1.9415 0.356
H 3.6301 2.3063 0.8301 0.481
H 3.5582 0.5411 0.8072 0.378
H 2.6288 1.4526 2.0130 0.332
H 1.5402 3.9034 -0.0924 0.547
H 0.4647 3.1991 1.1030 0.353
H -0.0157 3.3245 -1.9385 0.417
H -0.9237 4.2114 -0.7256 0.556
H -3.0979 3.2236 0.4718 0.434
H -1.9748 2.4120 1.5726 0.272
H -3.3107 1.5048 0.8389 0.400
H -3.1017 2.8598 -2.2769 0.433
H -3.3673 1.1130 -2.0905 0.421
H -2.0428 1.6985 -3.1074 0.357
C 0.0375 0.5540 3.4746 -1.180
P 0.1101 -0.8213 2.2939 1.038
C -1.1850 -1.9500 2.8753 -1.211
C 1.6641 -1.6939 2.6142 -1.275
H 0.2118 0.1770 4.4837 0.476
H -0.9514 1.0137 3.4529 0.353
H 0.7834 1.3156 3.2520 0.264
H -1.0202 -2.2012 3.9244 0.435
H -1.1781 -2.8697 2.2899 0.357
H -2.1672 -1.4843 2.7845 0.383
H 1.7211 -1.9593 3.6713 0.467
H 2.5120 -1.0607 2.3608 0.279
H 1.7137 -2.6100 2.0257 0.439
C 2.1109 -1.7826 -3.1803 -1.628
C 0.6997 -1.8945 -2.5939 2.478
C -0.2983 -1.0008 -3.3536 -1.279
C 0.2482 -3.3615 -2.6077 -1.807
C 0.6419 -1.3747 -1.1930 -0.742
H 2.1215 -2.2521 -4.1644 0.463
H 2.8451 -2.2962 -2.5583 0.412
H 2.4177 -0.7459 -3.3067 0.304
H -0.1710 -1.0101 -4.4352 0.439
H -0.1805 0.0379 -3.0080 0.034
H -1.3217 -1.3084 -3.1266 0.355
H 0.1837 -3.7050 -3.6406 0.448
H -0.7341 -3.4832 -2.1491 0.382
H 0.9611 -4.0009 -2.0863 0.430
H 1.0614 -1.8689 -0.2682 0.143
```

Its net charge is +2. As for the gap between HOMO and LUMO (alpha / beta): 7.6578 / 7.6573 eV. As for the calculated total energy: -44793.2649 eV.